# C5H7NO

C5H7NO in the gas phase (ωB97M-V/def2-TZVPD, the Open Molecules 2025 dataset).

ORCA input file:
```
! RIJCOSX wB97M-V def2-TZVPD def2/J DEFGRID3
* xyz 0 1
O 2.64 -0.46 -0.69
C 1.73 0.33 -0.57
N 1.03 0.53 0.59
C -0.31 1.08 0.58
C -1.44 0.02 0.42
C -0.97 -1.11 -0.37
C -0.46 -2.01 -0.98
H 1.43 1.02 -1.38
H 1.22 -0.18 1.28
H -0.36 1.79 -0.25
H -0.47 1.66 1.50
H -1.77 -0.34 1.41
H -2.31 0.49 -0.05
H 0.03 -2.81 -1.50
*
```

Properties
**Calculated total energy**: -324.6537 Eh
**Largest force on an atom**: 0.61 eV Å⁻¹
**Energy relative to the best compared isomer or geometry (same formula, charge and spin)**: 185.7 kJ/mol
**Highest occupied orbital energy**: -9.8 eV

Results of the Löwdin charge analysis, in e, for atoms 1 through 8: 0.02, -0.38, 0.01, -0.20, -0.19, -0.15, 0.12, 0.14



# C6H15N2O

2 unconnected molecules or ions with the total composition C6H15N2O (ωB97M-V/def2-TZVPD, the Open Molecules 2025 dataset).

ORCA input file:
```
! RIJCOSX wB97M-V def2-TZVPD def2/J DEFGRID3
* xyz 1 1
C -1.69 0.25 -0.74
C 0.56 -0.60 1.78
C 2.84 -1.20 0.89
C -1.80 2.72 -1.19
C 0.70 -1.37 -0.46
C 1.33 -1.62 0.91
N -2.97 0.28 -0.42
N 1.01 -0.57 -1.40
O -1.17 1.34 -1.19
H 0.78 -0.81 2.88
H 0.97 0.42 1.50
H -0.55 -0.46 1.69
H 2.92 -0.24 0.27
H 3.50 -2.00 0.48
H 3.15 -0.84 1.87
H -1.92 2.88 -0.10
H -2.82 2.70 -1.51
H -1.16 3.34 -1.63
H -0.17 -1.85 -0.75
H 1.28 -2.69 1.09
H -3.60 1.16 -0.48
H 0.40 -0.55 -2.19
H 1.80 0.12 -1.44
H -3.38 -0.42 0.16
*
```

Properties
**Calculated total energy**: -422.0167 Eh
**Largest force on an atom**: 6.69 eV Å⁻¹
**Energy relative to the best compared isomer or geometry (same formula, charge and spin)**: 270.3 kJ/mol
**Highest occupied orbital energy**: -12.2 eV

Results of the Löwdin charge analysis, in e, for atoms 1 through 8: -0.27, -0.07, -0.05, 0.03, -0.07, -0.33, 0.11, 0.21



# C17H42O9P

4 unconnected molecules or ions with the total composition C17H42O9P (ωB97M-V/def2-TZVPD, the Open Molecules 2025 dataset).

ORCA input file:
```
! RIJCOSX wB97M-V def2-TZVPD def2/J DEFGRID3
* xyz -1 1
C 5.21 5.16 2.08
O 6.38 4.68 1.46
C 6.11 4.23 0.14
C 5.96 5.36 -0.90
C 7.29 5.92 -1.47
C 8.39 6.31 -0.46
P 7.95 7.82 0.49
O 6.25 8.15 0.38
O 8.35 7.55 2.14
H 5.42 5.17 3.16
H 5.00 6.18 1.72
H 4.33 4.53 1.90
H 6.83 3.47 -0.17
H 5.13 3.71 0.18
H 5.40 4.91 -1.75
H 5.29 6.13 -0.49
H 7.72 5.10 -2.09
H 7.11 6.74 -2.19
H 8.48 5.51 0.31
H 5.93 8.04 -0.52
H 7.61 7.73 2.73
C 3.59 1.15 1.66
O 2.44 1.52 0.91
C 2.56 1.19 -0.46
C 1.79 -0.07 -0.80
O 2.35 -1.21 -0.16
C 1.63 -1.60 1.00
H 3.33 1.21 2.72
H 3.91 0.13 1.44
H 4.41 1.85 1.47
H 3.61 1.09 -0.75
H 2.13 2.02 -1.03
H 1.85 -0.25 -1.88
H 0.73 0.04 -0.53
H 0.70 -2.10 0.71
H 1.41 -0.75 1.64
H 2.25 -2.30 1.56
C -1.32 -2.87 -1.75
O -1.74 -2.31 -0.52
C -2.19 -0.97 -0.66
C -3.71 -0.90 -0.66
O -4.26 -1.52 -1.81
C -4.75 -2.82 -1.55
H -1.22 -3.94 -1.61
H -2.04 -2.68 -2.55
H -0.34 -2.46 -2.03
H -1.78 -0.51 -1.56
H -1.82 -0.41 0.21
H -4.01 0.16 -0.70
H -4.12 -1.34 0.25
H -5.70 -2.76 -1.01
H -4.04 -3.42 -0.96
H -4.92 -3.33 -2.50
C -9.27 -5.93 -1.09
O -8.31 -4.93 -0.82
C -8.39 -4.43 0.50
C -7.32 -5.03 1.40
O -7.53 -6.43 1.58
C -6.69 -7.22 0.77
H -8.99 -6.43 -2.01
H -9.31 -6.67 -0.29
H -10.26 -5.48 -1.22
H -9.39 -4.60 0.92
H -8.23 -3.35 0.45
H -7.38 -4.56 2.38
H -6.32 -4.84 0.99
H -5.67 -7.23 1.17
H -6.67 -6.87 -0.26
H -7.08 -8.24 0.79
*
```

Properties
**Calculated total energy**: -1691.2461 Eh
**Largest force on an atom**: 2.83 eV Å⁻¹
**Highest occupied orbital energy**: -1.9 eV

Results of the Löwdin charge analysis, in e, for atoms 1 through 8: -0.13, -0.20, -0.25, -0.22, -0.37, -0.44, 0.72, -0.41



# C16H18N2S2

C16H18N2S2 in the gas phase (ωB97M-V/def2-TZVPD, the Open Molecules 2025 dataset).

ORCA input file:
```
! RIJCOSX wB97M-V def2-TZVPD def2/J DEFGRID3
* xyz 0 1
N 2.94 2.75 -2.12
C 2.10 2.53 -0.99
C 1.18 3.39 -0.62
C 0.46 3.34 0.53
C 0.53 2.34 1.22
C 1.65 1.33 0.91
C 2.46 1.57 -0.14
S 3.49 0.20 -0.93
C 2.64 -0.48 -2.39
C 1.24 -0.98 -1.89
C 1.19 -2.36 -1.57
C -0.22 -2.75 -1.25
H -1.24 -1.91 -1.40
H -0.42 -3.82 -1.49
S -0.47 -2.91 0.64
C -1.53 -1.67 1.23
C -1.54 -0.30 0.84
C -2.38 0.60 1.10
C -3.60 0.05 1.71
C -3.60 -1.15 2.27
C -2.77 -2.05 1.80
N -2.75 -3.43 2.31
H -3.51 -3.67 3.03
H -2.01 -4.04 2.31
H -4.62 -1.50 2.51
H -4.34 0.87 2.03
H -2.37 1.71 0.76
H -0.56 -0.29 0.10
H 1.97 -2.87 -1.30
H 0.48 -0.27 -1.91
H 3.31 -1.39 -2.70
H 2.54 0.34 -3.14
H 1.77 0.28 1.44
H 0.09 2.15 2.19
H -0.19 4.16 0.85
H 1.22 4.26 -1.23
H 2.90 3.74 -2.67
H 3.95 2.23 -2.03
*
```

Properties
**Calculated total energy**: -1526.0608 Eh
**Largest force on an atom**: 14.39 eV Å⁻¹
**Energy relative to the best compared isomer or geometry (same formula, charge and spin)**: 847.9 kJ/mol
**Highest occupied orbital energy**: -7.7 eV

Results of the Löwdin charge analysis, in e, for atoms 1 through 8: 0.00, -0.44, -0.07, -0.17, -0.12, -0.03, -0.44, 0.86



# C36H90O18

9 unconnected molecules or ions with the total composition C36H90O18 (ωB97M-V/def2-TZVPD, the Open Molecules 2025 dataset).

ORCA input file:
```
! RIJCOSX wB97M-V def2-TZVPD def2/J DEFGRID3
* xyz 0 1
C 7.64 -17.02 -17.62
O 8.43 -15.82 -17.36
C 9.75 -16.33 -16.84
C 10.73 -15.10 -16.64
O 10.91 -14.67 -15.34
C 12.01 -13.88 -15.25
H 7.70 -17.64 -16.73
H 8.09 -17.68 -18.36
H 6.74 -16.62 -18.08
H 10.22 -17.13 -17.40
H 9.45 -16.70 -15.85
H 10.48 -14.29 -17.32
H 11.68 -15.52 -16.99
H 12.94 -14.43 -15.43
H 11.98 -13.29 -14.34
H 12.03 -13.07 -15.98
C 15.42 -14.00 -12.39
O 15.18 -12.89 -13.27
C 15.64 -11.55 -12.90
C 17.11 -11.44 -12.66
O 17.73 -11.85 -11.45
C 19.13 -11.84 -11.58
H 16.39 -13.88 -11.90
H 15.47 -14.94 -12.93
H 14.74 -14.07 -11.54
H 15.04 -11.18 -12.07
H 15.31 -10.95 -13.75
H 17.46 -10.45 -12.93
H 17.53 -12.14 -13.38
H 19.37 -12.73 -12.16
H 19.58 -12.11 -10.62
H 19.51 -10.93 -12.04
C 8.22 -24.77 -17.01
O 8.06 -23.37 -17.06
C 9.08 -22.63 -16.42
C 8.98 -21.10 -16.74
O 9.87 -20.59 -17.74
C 9.36 -20.69 -19.07
H 8.61 -25.13 -16.05
H 8.72 -25.24 -17.85
H 7.20 -25.12 -17.19
H 10.06 -22.85 -16.84
H 8.99 -22.74 -15.34
H 9.23 -20.68 -15.77
H 7.95 -20.79 -16.90
H 8.33 -20.36 -19.17
H 9.36 -21.72 -19.45
H 10.00 -20.14 -19.76
C 14.61 -16.94 -17.16
O 13.54 -17.70 -17.42
C 13.77 -18.63 -18.55
C 15.01 -19.60 -18.33
O 15.14 -20.23 -17.01
C 14.02 -20.78 -16.47
H 14.22 -16.39 -16.30
H 14.87 -16.18 -17.89
H 15.51 -17.48 -16.85
H 13.78 -17.99 -19.43
H 12.84 -19.17 -18.71
H 15.90 -19.09 -18.69
H 14.81 -20.43 -19.01
H 13.63 -21.56 -17.13
H 13.17 -20.10 -16.45
H 14.24 -21.15 -15.47
C 4.54 -21.86 -6.81
O 3.77 -22.91 -7.40
C 2.83 -22.39 -8.27
C 3.50 -22.17 -9.63
O 4.05 -23.37 -10.21
C 4.82 -22.95 -11.33
H 5.42 -22.34 -6.38
H 4.01 -21.39 -5.98
H 5.03 -21.12 -7.45
H 2.56 -21.42 -7.86
H 2.07 -23.14 -8.47
H 4.16 -21.32 -9.47
H 2.90 -21.85 -10.47
H 4.51 -22.09 -11.91
H 4.81 -23.69 -12.13
H 5.87 -22.98 -11.07
C 10.90 -18.38 -9.34
O 9.64 -18.99 -8.95
C 9.57 -20.00 -8.02
C 8.24 -19.89 -7.30
O 7.84 -18.59 -6.80
C 6.47 -18.72 -6.28
H 10.89 -17.67 -10.16
H 11.57 -19.19 -9.62
H 11.25 -17.89 -8.43
H 10.40 -19.80 -7.33
H 9.60 -20.99 -8.48
H 8.41 -20.52 -6.43
H 7.43 -20.30 -7.90
H 5.97 -17.86 -5.84
H 6.47 -19.46 -5.48
H 5.87 -19.10 -7.12
C 12.89 -17.57 -14.12
O 12.01 -18.34 -13.36
C 10.94 -18.98 -14.04
C 10.08 -19.61 -12.94
O 8.89 -20.35 -13.38
C 8.22 -21.24 -12.43
H 13.42 -18.15 -14.87
H 13.56 -17.21 -13.34
H 12.48 -16.70 -14.63
H 11.16 -19.71 -14.83
H 10.36 -18.20 -14.53
H 9.83 -18.89 -12.16
H 10.72 -20.33 -12.43
H 8.79 -22.11 -12.14
H 7.31 -21.66 -12.85
H 7.86 -20.85 -11.48
C 14.31 -17.96 -9.33
O 15.64 -18.45 -9.72
C 15.88 -18.66 -11.08
C 15.87 -20.14 -11.52
O 17.06 -20.87 -11.11
C 16.75 -22.30 -10.93
H 13.53 -18.50 -9.87
H 14.18 -16.92 -9.61
H 14.11 -18.11 -8.27
H 16.84 -18.21 -11.33
H 15.17 -18.22 -11.78
H 15.79 -20.23 -12.60
H 14.95 -20.57 -11.12
H 16.29 -22.76 -11.80
H 16.00 -22.28 -10.13
H 17.66 -22.75 -10.53
C 0.48 -18.81 -7.98
O 1.85 -18.99 -8.46
C 2.44 -17.82 -8.95
C 3.57 -18.12 -9.96
O 4.79 -18.70 -9.46
C 5.69 -19.07 -10.50
H 0.39 -17.92 -7.35
H 0.06 -19.59 -7.35
H -0.13 -18.77 -8.89
H 2.86 -17.31 -8.08
H 1.69 -17.18 -9.42
H 3.82 -17.30 -10.64
H 3.28 -18.89 -10.68
H 5.29 -19.72 -11.28
H 6.41 -19.68 -9.96
H 6.23 -18.23 -10.93
*
```

Properties
**Calculated total energy**: -2779.3410 Eh
**Largest force on an atom**: 4.39 eV Å⁻¹
**Energy relative to the best compared isomer or geometry (same formula, charge and spin)**: 575.1 kJ/mol
**Highest occupied orbital energy**: -9.4 eV

Results of the Löwdin charge analysis, in e, for atoms 1 through 8: -0.11, -0.20, -0.12, -0.21, -0.16, -0.15, 0.08, 0.06



# C30H42HgN4OP2

A molecular structure, C30H42HgN4OP2 (ωB97M-V/def2-TZVPD, the Open Molecules 2025 dataset).

ORCA input file:
```
! RIJCOSX wB97M-V def2-TZVPD def2/J DEFGRID3
* xyz 0 1
Hg 0.14 -2.02 -5.54
C -0.95 3.16 -0.53
C -1.18 2.09 -1.31
C -0.94 1.99 -2.78
C 0.34 1.23 -3.12
C 1.60 1.69 -2.44
C 1.85 2.90 -1.96
C 0.98 4.12 -1.99
C 0.06 4.24 -0.75
C 0.09 -2.92 -3.59
H -1.59 3.31 0.34
H -1.66 1.19 -0.91
H -0.95 2.99 -3.25
H -1.80 1.44 -3.20
H 0.18 0.17 -2.85
H 0.47 1.24 -4.22
H 2.36 0.91 -2.36
H 2.82 3.09 -1.47
H 0.39 4.18 -2.91
H 1.64 5.00 -1.97
H 0.70 4.35 0.15
H -0.50 5.18 -0.84
H -0.96 -3.17 -3.36
H 0.46 -2.21 -2.84
H 0.72 -3.82 -3.61
P 1.44 -1.41 -7.50
P -1.92 -1.15 -7.17
N 2.75 -0.30 -7.47
N 2.18 -2.68 -8.47
N -2.03 0.62 -7.18
N -3.58 -1.37 -7.75
C 0.36 -0.61 -8.71
C -1.02 -1.28 -8.76
C 3.55 0.05 -6.37
C 4.52 0.96 -6.79
C 4.32 1.18 -8.20
C 3.24 0.40 -8.59
C 2.50 -3.97 -8.02
C 2.90 -4.73 -9.11
C 2.85 -3.89 -10.27
C 2.44 -2.63 -9.85
C -1.94 1.40 -6.02
C -1.85 2.74 -6.38
C -1.91 2.80 -7.82
C -2.03 1.49 -8.27
C -4.34 -0.61 -8.67
C -5.48 -1.33 -9.02
C -5.42 -2.59 -8.32
C -4.26 -2.59 -7.57
H 0.80 -0.59 -9.71
H 0.28 0.44 -8.38
H -1.63 -0.86 -9.57
H -0.92 -2.37 -8.95
H 3.33 -0.37 -5.40
H 5.29 1.42 -6.18
H 4.90 1.82 -8.85
H 2.76 0.30 -9.55
H 2.40 -4.21 -6.98
H 3.19 -5.77 -9.10
H 3.09 -4.16 -11.29
H 2.28 -1.72 -10.41
H -1.99 0.92 -5.06
H -1.75 3.58 -5.71
H -1.87 3.68 -8.44
H -2.12 1.12 -9.28
H -4.03 0.37 -8.98
H -6.25 -1.00 -9.70
H -6.15 -3.38 -8.38
H -3.84 -3.33 -6.90
C -2.30 -1.13 2.78
C -1.51 -0.49 1.72
C -0.21 0.13 1.96
O -1.99 -0.49 0.48
H -1.75 -1.98 3.23
H -3.26 -1.49 2.41
H -2.47 -0.41 3.59
H -2.70 0.17 0.43
H 0.46 -0.59 2.47
H 0.27 0.48 1.04
H -0.33 0.99 2.65
*
```

Properties
**Calculated total energy**: -2298.4966 Eh
**Largest force on an atom**: 2.27 eV Å⁻¹
**Energy relative to the best compared isomer or geometry (same formula, charge and spin)**: 0.0 kJ/mol
**Highest occupied orbital energy (alpha / beta)**: -5.1 / -6.5 eV

Results of the Löwdin charge analysis, in e, for atoms 1 through 8: 0.70, -0.11, -0.11, -0.21, -0.20, -0.11, -0.11, -0.20



# C7H10INO2

2 unconnected molecules or ions with the total composition C7H10INO2 (ωB97M-V/def2-TZVPD, the Open Molecules 2025 dataset).

ORCA input file:
```
! RIJCOSX wB97M-V def2-TZVPD def2/J DEFGRID3
* xyz 0 1
C 0.66 1.55 1.11
C 0.53 1.74 -0.31
C -0.10 -0.70 0.97
C 0.27 0.40 1.78
C 0.25 0.49 -0.98
C -0.94 -2.86 0.57
C 0.02 -0.92 -2.83
N 0.06 -0.69 -0.32
O -0.50 -1.88 1.52
O 0.33 0.42 -2.27
I -0.15 5.06 1.81
H 1.00 2.50 1.58
H 0.56 2.69 -0.78
H 0.30 0.32 2.78
H 1.02 4.88 2.97
H -0.27 -2.86 -0.27
H -1.98 -2.83 0.31
H -0.96 -3.88 1.19
H -1.06 -1.13 -2.75
H 0.61 -1.66 -2.26
H 0.35 -0.64 -3.82
*
```

Properties
**Calculated total energy**: -775.5979 Eh
**Largest force on an atom**: 4.55 eV Å⁻¹
**Energy relative to the best compared isomer or geometry (same formula, charge and spin)**: 55.2 kJ/mol
**Highest occupied orbital energy**: -8.1 eV

Results of the Löwdin charge analysis, in e, for atoms 1 through 8: -0.11, 0.01, -0.34, 0.00, -0.35, -0.07, -0.02, 0.15



# C28H35N5P2SeSr

A molecular structure, C28H35N5P2SeSr (ωB97M-V/def2-TZVPD, the Open Molecules 2025 dataset).

ORCA input file:
```
! RIJCOSX wB97M-V def2-TZVPD def2/J DEFGRID3
* xyz 0 1
Sr 0.14 2.05 -4.08
C -2.07 1.87 -7.17
C -2.17 0.57 -6.87
C -1.32 -0.48 -7.50
C 0.20 -0.13 -7.55
C 0.72 0.66 -6.40
C 0.77 2.03 -6.45
C 0.31 2.75 -7.68
C -1.13 2.42 -8.18
C 1.94 0.86 0.45
H -2.76 2.63 -6.78
H -2.99 0.18 -6.25
H -1.67 -0.63 -8.54
H -1.46 -1.44 -6.99
H 0.76 -1.08 -7.63
H 0.38 0.40 -8.50
H 1.28 0.07 -5.66
H 1.38 2.64 -5.75
H 1.00 2.52 -8.50
H 0.37 3.83 -7.51
H -1.57 3.35 -8.57
H -1.06 1.71 -9.02
H 1.40 1.79 0.27
H 2.88 1.10 0.97
H 1.28 0.29 1.13
P 1.70 -0.41 -1.61
P -1.57 -1.16 -1.56
N 2.55 0.82 -2.77
N 3.01 -1.61 -1.42
N -2.32 0.18 -2.52
N -3.06 -2.05 -1.44
C 0.80 -1.11 -3.11
C -0.48 -1.92 -2.85
C 2.80 2.14 -2.35
C 3.76 2.68 -3.18
C 4.12 1.68 -4.13
C 3.40 0.54 -3.85
C 3.98 -1.48 -0.41
C 4.63 -2.71 -0.30
C 4.06 -3.60 -1.27
C 3.08 -2.90 -1.96
C -2.85 1.31 -1.91
C -2.95 2.34 -2.82
C -2.62 1.79 -4.08
C -2.13 0.50 -3.86
C -4.01 -2.40 -2.42
C -4.99 -3.18 -1.83
C -4.65 -3.30 -0.43
C -3.51 -2.57 -0.21
H 1.56 -1.73 -3.58
H 0.58 -0.36 -3.89
H -1.03 -2.08 -3.78
H -0.20 -2.93 -2.50
H 2.43 2.43 -1.38
H 4.22 3.66 -3.09
H 4.86 1.79 -4.91
H 3.46 -0.45 -4.27
H 4.09 -0.57 0.15
H 5.43 -2.96 0.38
H 4.35 -4.63 -1.44
H 2.44 -3.22 -2.77
H -3.12 1.25 -0.88
H -3.33 3.33 -2.62
H -2.80 2.28 -5.01
H -1.67 -0.21 -4.52
H -3.90 -2.07 -3.44
H -5.85 -3.61 -2.30
H -5.19 -3.87 0.31
H -2.95 -2.34 0.69
Se -1.63 0.56 1.62
C -0.83 0.93 0.07
N -0.32 1.27 -0.97
*
```

Properties
**Calculated total energy**: -4476.2889 Eh
**Largest force on an atom**: 4.18 eV Å⁻¹
**Energy relative to the best compared isomer or geometry (same formula, charge and spin)**: 11.1 kJ/mol
**Highest occupied orbital energy**: -4.4 eV

Results of the Löwdin charge analysis, in e, for atoms 1 through 8: 1.49, -0.13, -0.13, -0.16, -0.16, -0.14, -0.29, -0.17



What did the second record say?
# C6H15N2O

2 unconnected molecules or ions with the total composition C6H15N2O (ωB97M-V/def2-TZVPD, the Open Molecules 2025 dataset).

ORCA input file:
```
! RIJCOSX wB97M-V def2-TZVPD def2/J DEFGRID3
* xyz 1 1
C -1.69 0.25 -0.74
C 0.56 -0.60 1.78
C 2.84 -1.20 0.89
C -1.80 2.72 -1.19
C 0.70 -1.37 -0.46
C 1.33 -1.62 0.91
N -2.97 0.28 -0.42
N 1.01 -0.57 -1.40
O -1.17 1.34 -1.19
H 0.78 -0.81 2.88
H 0.97 0.42 1.50
H -0.55 -0.46 1.69
H 2.92 -0.24 0.27
H 3.50 -2.00 0.48
H 3.15 -0.84 1.87
H -1.92 2.88 -0.10
H -2.82 2.70 -1.51
H -1.16 3.34 -1.63
H -0.17 -1.85 -0.75
H 1.28 -2.69 1.09
H -3.60 1.16 -0.48
H 0.40 -0.55 -2.19
H 1.80 0.12 -1.44
H -3.38 -0.42 0.16
*
```

Properties
**Calculated total energy**: -422.0167 Eh
**Largest force on an atom**: 6.69 eV Å⁻¹
**Energy relative to the best compared isomer or geometry (same formula, charge and spin)**: 270.3 kJ/mol
**Highest occupied orbital energy**: -12.2 eV

Results of the Löwdin charge analysis, in e, for atoms 1 through 8: -0.27, -0.07, -0.05, 0.03, -0.07, -0.33, 0.11, 0.21